# C31H32F7IN4O8S

A 3-piece molecular cluster, C31H32F7IN4O8S overall (ωB97M-V/def2-TZVPD, the OMol25 dataset).

Atoms and positions in Å:
C 1.5185 -1.1773 1.0480
N 0.5880 -2.0201 0.2184
C -0.4104 -1.3977 -0.4556
N -1.3949 -2.2788 -1.1723
C -0.9096 -3.4597 -1.9574
O 0.0784 -3.5046 -2.8542
O -1.5537 -4.7795 -1.6458
C -2.4823 -1.3877 -1.8140
F -1.7859 -1.2019 -3.1449
C -3.7601 -2.4099 -1.8059
O -4.2964 -2.8605 -0.6360
C -4.4913 -3.0764 -3.1481
F -3.9337 -4.4572 -3.4136
F -4.1506 -2.3261 -4.4164
C -6.1258 -3.0624 -3.0929
F -6.7209 -1.7117 -2.8112
F -6.5856 -3.3925 -4.4947
C -6.8507 -4.1218 -2.1062
F -7.9037 -4.8613 -2.8982
F -6.0086 -5.1537 -1.4788
C -7.7046 -3.3773 -0.8768
O -8.9096 -2.7988 -1.0585
O -7.1806 -3.3571 0.5124
C -2.4938 -0.0640 -0.7783
C -2.8275 -0.4485 0.8198
C -2.1157 0.5444 1.9089
C -2.7331 2.0902 1.9252
S -4.4502 2.0639 2.6697
N -3.1970 1.1878 -1.2085
C -3.1929 1.5064 -2.6794
C -4.1685 0.7727 -3.8230
O -2.4272 2.5079 -3.1975
C -4.6720 1.2601 -0.9136
C -5.2977 2.7875 -0.6423
O -5.5529 0.2609 -0.8994
N -0.9432 -0.0223 -0.6402
C -0.2161 1.0188 -1.4133
C 1.3798 1.1548 -1.2900
O 1.8968 1.7959 -0.2051
I 2.8953 0.4101 -2.7270
H 1.9709 -1.8826 1.8961
H 2.4443 -0.8189 0.3856
H 1.0471 -0.2334 1.5490
H 0.7571 -3.0710 0.2387
H -7.8913 -3.8751 1.0316
H -2.6263 -1.6035 1.0567
H -3.9926 -0.3864 1.0770
H -0.9482 0.5545 1.9102
H -2.4212 0.1083 2.9794
H -2.6295 2.6514 0.9068
H -2.0435 2.6802 2.7007
H -4.7700 3.3077 3.2523
H -4.8768 1.6014 -4.3020
H -4.8276 -0.0861 -3.3804
H -3.4347 0.3383 -4.6501
H -5.9722 3.0200 -1.5821
H -6.0347 2.6452 0.2789
H -4.4657 3.5909 -0.4578
H -0.4710 0.9073 -2.5748
H -0.6927 2.0733 -1.1161
C 3.8132 0.0282 3.7558
C 4.8431 -0.3237 4.6277
C 6.0221 0.4208 4.6522
C 6.1673 1.5243 3.8110
C 5.1359 1.8784 2.9417
C 3.9606 1.1283 2.9106
H 2.8959 -0.5542 3.7345
H 4.7271 -1.1794 5.2881
H 6.8270 0.1423 5.3270
H 7.0841 2.1075 3.8334
H 5.2486 2.7393 2.2873
H 3.1594 1.4012 2.2293
C 11.1634 2.2492 1.7153
C 11.3439 2.8761 0.4827
C 10.2726 2.9990 -0.4015
C 9.0171 2.5033 -0.0487
C 8.8358 1.8798 1.1855
C 9.9094 1.7486 2.0659
H 11.9994 2.1506 2.4028
H 12.3206 3.2684 0.2107
H 10.4152 3.4815 -1.3647
H 8.1809 2.6034 -0.7356
H 7.8569 1.4950 1.4610
H 9.7690 1.2579 3.0250

Cartesian forces, eV/Å:
C 2.45 -0.12 0.82
N -0.86 2.94 -0.04
C -3.89 -2.56 -3.22
N 1.43 3.23 1.13
C 1.58 -9.49 -2.91
O -4.49 2.45 4.89
O 2.36 7.96 -0.67
C 2.54 -2.95 0.27
F -2.92 0.76 2.49
C -3.46 -3.10 5.19
O 3.70 3.56 -8.01
C 2.19 -0.53 -2.75
F -2.41 4.74 1.20
F -0.97 -1.94 3.96
C -1.85 0.43 -2.75
F 2.42 -4.14 -0.76
F 1.61 1.11 4.46
C -1.84 -2.54 1.17
F 3.41 2.32 2.49
F -2.30 3.36 -2.36
C -6.36 3.43 1.46
O 8.30 -4.29 0.48
O -1.98 -1.91 -3.14
C 1.05 -2.28 0.79
C -1.94 -0.50 0.95
C -1.00 -0.04 1.07
C 2.48 0.79 0.90
S -0.06 0.19 0.01
N -0.63 -1.22 -1.13
C 3.19 4.99 -5.26
C 0.37 0.03 0.46
O -4.55 -6.40 4.17
C -5.64 -2.51 1.06
C -0.15 -1.31 -0.30
O 6.20 5.43 -0.15
N 2.22 -0.78 0.99
C -0.44 1.79 -2.36
C 2.56 3.42 6.71
O -3.54 -4.16 -6.98
I -1.64 0.45 1.00
H -1.12 1.61 -1.88
H -2.09 -0.78 1.47
H 0.52 -1.97 -1.21
H -0.90 1.84 -0.71
H 1.37 1.38 -1.10
H -0.02 2.70 -0.86
H 2.45 -0.02 -1.01
H -2.29 0.17 -0.39
H 0.61 0.81 -2.39
H -0.45 -1.24 1.82
H -1.45 -1.26 -1.77
H 1.11 -1.04 -0.89
H 1.72 -1.75 1.17
H 1.31 1.75 -0.80
H -1.61 1.05 1.89
H 1.54 -0.33 1.83
H 1.85 0.36 -2.02
H -1.72 -1.65 -0.42
H 0.73 0.05 2.42
H 1.33 -2.29 -0.46
C 0.23 0.15 -0.03
C 0.02 0.07 -0.08
C -0.15 0.06 -0.12
C -0.17 -0.13 0.02
C 0.00 -0.11 0.07
C 0.08 -0.09 0.12
H 0.11 0.08 0.06
H 0.03 0.13 -0.10
H -0.12 0.04 -0.08
H -0.13 -0.07 -0.01
H -0.02 -0.14 0.09
H 0.10 0.02 0.04
C -0.15 0.01 -0.10
C -0.14 -0.07 0.04
C -0.06 -0.08 0.18
C 0.18 0.00 0.11
C 0.12 0.05 -0.05
C 0.04 0.12 -0.19
H -0.12 0.01 -0.10
H -0.15 -0.07 0.04
H -0.02 -0.06 0.14
H 0.12 -0.02 0.10
H 0.15 0.03 -0.05
H 0.02 0.05 -0.11

energy above the lowest of the compared OMol25 structures with the same formula, charge and spin	1643.5	kJ/mol
HOMO level	-8.1	eV
F_max	10.05	eV Å⁻¹
E_tot	-3415.63813	Eh